C55H50BBrCl2N6O14 | wB97M-V/def2-TZVPD

Each line ends with the Löwdin charge.
CARTESIAN COORDINATES (ANGSTROEM)
H 0.579 -3.785 0.971  0.060
N -0.096 -3.029 1.088  0.153
C -0.450 -2.584 -0.043  -0.424
C 0.065 -3.121 -1.357  -0.052
C -1.477 -1.466 -0.079  -0.086
C -1.249 -0.390 0.951  -0.079
C -0.189 0.512 0.837  -0.014
C 0.004 1.515 1.798  -0.057
C -0.844 1.620 2.888  0.070
C -1.918 0.740 3.022  -0.006
B -2.876 0.899 4.267  -0.645
O -3.287 2.167 4.543  0.194
O -3.249 -0.159 5.074  0.044
C -2.274 -0.464 6.094  -0.201
C -1.202 -1.449 5.625  -0.053
C -2.121 -0.236 2.042  -0.153
C -3.340 -1.082 2.167  -0.680
Cl -3.126 -2.702 2.705  0.758
C -4.544 -0.581 1.884  -0.704
C -4.809 0.810 1.387  -0.076
Cl -5.964 -1.553 2.091  0.713
C 1.111 2.507 1.618  -0.281
O 1.723 2.979 2.547  0.136
C 1.385 2.866 0.197  -0.071
C 1.781 4.139 -0.192  0.057
C 1.990 4.423 -1.539  -0.197
C 2.407 5.817 -1.958  -0.221
C 1.672 6.306 -3.202  -0.736
C 0.148 6.228 -3.082  -0.127
Br 2.231 8.167 -3.508  0.670
C 1.821 3.405 -2.481  -0.019
C 1.431 2.134 -2.098  0.010
C 1.201 1.865 -0.757  -0.079
C 0.757 0.512 -0.316  -0.250
O 1.154 -0.494 -0.864  0.123
H 1.153 -3.084 -1.362  0.077
H -0.284 -2.531 -2.204  0.063
H -0.268 -4.149 -1.505  0.084
H -2.446 -1.932 0.113  0.106
H -1.547 -1.040 -1.081  0.123
H -0.668 2.399 3.620  0.134
H -3.971 2.185 5.230  0.083
H -2.844 -0.875 6.924  0.120
H -1.817 0.467 6.442  0.117
H -0.199 -1.080 5.835  0.077
H -1.324 -2.417 6.107  0.075
H -1.285 -1.610 4.550  0.047
H -5.722 0.812 0.795  0.070
H -3.996 1.164 0.755  0.091
H -4.946 1.511 2.212  0.089
H 1.915 4.900 0.566  0.132
H 3.485 5.855 -2.112  0.117
H 2.135 6.496 -1.149  0.109
H 2.001 5.775 -4.091  0.075
H -0.323 7.174 -3.334  0.051
H -0.248 5.482 -3.771  0.080
H -0.167 5.958 -2.075  0.081
H 1.994 3.599 -3.530  0.092
H 1.312 1.353 -2.834  0.094
O 1.900 1.922 -5.252  0.038
N 2.339 1.369 -6.248  -0.335
O 2.818 1.954 -7.193  0.095
C 2.304 -0.100 -6.282  -0.142
C 1.745 -0.780 -5.215  0.006
C 1.715 -2.164 -5.253  -0.052
C 2.243 -2.841 -6.345  -0.061
C 2.806 -2.138 -7.402  -0.052
C 2.837 -0.753 -7.378  0.003
H 1.342 -0.245 -4.369  0.101
H 1.283 -2.713 -4.428  0.100
H 2.222 -3.922 -6.372  0.101
H 3.222 -2.671 -8.246  0.114
H 3.272 -0.192 -8.192  0.121
O 8.668 1.482 -0.905  0.076
N 8.605 2.313 -1.788  -0.355
O 9.515 3.048 -2.113  0.078
C 7.332 2.436 -2.520  -0.148
C 6.269 1.633 -2.149  0.002
C 5.072 1.760 -2.834  -0.054
C 4.957 2.678 -3.870  -0.068
C 6.038 3.472 -4.229  -0.055
C 7.241 3.355 -3.549  -0.002
H 6.377 0.925 -1.340  0.119
H 4.226 1.145 -2.555  0.105
H 4.018 2.775 -4.399  0.078
H 5.945 4.185 -5.037  0.111
H 8.092 3.965 -3.813  0.119
O -6.076 -8.620 2.753  0.077
N -7.178 -8.513 2.256  -0.355
O -7.881 -9.447 1.926  0.075
C -7.701 -7.153 2.035  -0.148
C -6.909 -6.071 2.372  0.004
C -7.401 -4.794 2.149  -0.071
C -8.664 -4.622 1.600  -0.067
C -9.444 -5.724 1.274  -0.066
C -8.963 -7.005 1.491  -0.006
H -5.929 -6.222 2.798  0.120
H -6.794 -3.935 2.400  0.035
H -9.042 -3.623 1.423  0.106
H -10.429 -5.587 0.849  0.107
H -9.555 -7.873 1.242  0.118
O 4.440 -5.585 -6.700  0.059
N 4.173 -6.434 -5.872  -0.352
O 3.551 -7.449 -6.100  0.083
C 4.625 -6.200 -4.489  -0.151
C 5.295 -5.026 -4.197  -0.005
C 5.700 -4.802 -2.891  -0.063
C 5.433 -5.746 -1.907  -0.068
C 4.763 -6.920 -2.226  -0.063
C 4.351 -7.155 -3.528  -0.003
H 5.495 -4.303 -4.974  0.119
H 6.223 -3.889 -2.642  0.109
H 5.749 -5.565 -0.889  0.108
H 4.559 -7.654 -1.459  0.109
H 3.828 -8.061 -3.791  0.120
O -5.238 4.768 5.877  0.102
N -4.481 4.276 6.682  -0.335
O -4.476 3.093 6.988  0.055
C -3.495 5.149 7.333  -0.143
C -3.495 6.497 7.024  0.001
C -2.569 7.317 7.647  -0.062
C -1.665 6.784 8.556  -0.067
C -1.680 5.425 8.845  -0.061
C -2.602 4.594 8.231  0.002
H -4.204 6.896 6.314  0.121
H -2.554 8.375 7.422  0.109
H -0.945 7.429 9.041  0.108
H -0.973 5.012 9.551  0.109
H -2.628 3.537 8.445  0.120

HOMO level = -9.171 eV
E = -191205.261 eV
SMILES string = [H]/N=C(\C)Cc1c2c(cc(B(O)OCC)c1/C(Cl)=C(\C)Cl)C(=O)c1cc(C[C@@H](C)Br)ccc1C2=O.O=[N+]([O-])c1ccccc1.O=[N+]([O-])c1ccccc1.O=[N+]([O-])c1ccccc1.O=[N+]([O-])c1ccccc1.O=[N+]([O-])c1ccccc1